Density functional theory data (ωB97M-V/def2-TZVPD) for a molecular structure, C11H26N3OP2V in a non-equilibrium geometry.

Computed properties:
- 2S+1: 3
- Charge: 0
- Gap between HOMO and LUMO (spin up / spin down): 5.8804 / 4.7041 eV
- E_LUMO (spin up / spin down): 0.489 / 0.482 eV

The geometry in XYZ format:
```
44
Properties=species:S:1:pos:R:3:mulliken_spin:R:1
C -1.726 -1.642 -0.062 -0.061
C -0.985 -2.518 -0.914 0.062
C 0.217 -2.873 -0.225 0.118
C 0.235 -2.189 1.036 -0.021
C -0.971 -1.405 1.125 -0.138
V 0.072 -0.884 -0.487 1.965
P -1.328 1.545 -0.272 -0.027
H -2.691 -1.229 -0.300 0.009
H -1.277 -2.861 -1.899 0.016
H 0.999 -3.502 -0.623 0.020
H -1.219 -0.702 1.906 0.017
H 1.017 -2.259 1.785 0.002
H -1.555 2.147 1.000 -0.012
H -2.691 1.485 -0.664 -0.006
H -0.971 2.720 -0.991 0.005
C 3.558 2.246 2.359 -0.001
N 2.410 1.834 1.537 0.015
C 1.119 2.126 2.163 0.002
P 2.547 1.752 -0.107 -0.031
O 1.730 0.763 -0.928 0.052
N 2.155 3.223 -0.729 0.001
C 1.705 3.317 -2.122 0.001
C 2.598 4.471 -0.117 0.000
N 4.184 1.406 -0.250 0.002
C 4.827 1.773 -1.518 0.000
C 4.558 0.038 0.159 -0.005
H 3.598 1.602 3.249 0.000
H 3.455 3.291 2.692 0.001
H 4.498 2.138 1.807 0.000
H 0.537 2.854 1.576 0.001
H 0.524 1.206 2.270 0.012
H 1.300 2.551 3.161 0.001
H 1.161 4.261 -2.245 0.000
H 2.562 3.300 -2.818 -0.001
H 1.030 2.483 -2.357 -0.002
H 2.109 5.290 -0.657 0.000
H 2.297 4.526 0.939 0.000
H 3.689 4.606 -0.197 0.000
H 4.711 2.848 -1.714 0.000
H 5.897 1.550 -1.418 0.000
H 4.416 1.190 -2.361 -0.001
H 5.653 -0.028 0.120 0.000
H 4.233 -0.176 1.185 0.002
H 4.135 -0.716 -0.527 0.003
```

Density functional theory data (ωB97M-V/def2-TZVPD) for 2 unconnected molecules or ions with the total composition C11H27BBrNO5 in a non-equilibrium geometry.

Computed properties:
- SMILES: CCCOCB(Br)COO.COCCNCCOC
- Charge: 0
- Gap between HOMO and LUMO: 8.6265 eV
- E_LUMO: -0.046 eV

The geometry in XYZ format:
```
46
Properties=species:S:1:pos:R:3:nbo_charge:R:1
C 1.964 -2.402 -1.040 -0.642
C 2.700 -1.262 -1.961 -0.429
C 3.632 -0.195 -1.135 -0.078
O 2.859 0.681 -0.200 -0.565
C 3.634 1.947 -0.208 -0.468
B 3.421 2.840 1.195 0.698
Br 2.286 2.203 2.724 -0.109
C 4.249 4.298 1.230 -0.468
O 5.546 4.191 1.952 -0.249
O 6.225 3.224 1.403 -0.420
H 0.896 -2.628 -1.520 0.229
H 1.753 -2.087 0.069 0.228
H 2.583 -3.399 -1.111 0.209
H 1.951 -0.642 -2.637 0.212
H 3.420 -1.835 -2.706 0.210
H 4.570 -0.678 -0.597 0.184
H 4.088 0.546 -1.947 0.167
H 3.224 2.579 -1.107 0.221
H 4.810 1.767 -0.291 0.222
H 3.602 5.091 1.802 0.236
H 4.509 4.683 0.149 0.182
H 6.277 3.404 0.416 0.429
C -3.310 1.662 1.416 -0.247
O -4.072 0.488 1.667 -0.556
C -5.069 0.245 0.666 -0.072
C -4.725 -1.020 -0.135 -0.242
N -3.555 -0.805 -0.992 -0.628
C -3.024 -2.041 -1.580 -0.248
C -2.436 -3.085 -0.611 -0.085
O -1.243 -2.656 0.049 -0.550
C -1.464 -1.910 1.238 -0.246
H -2.667 1.842 2.281 0.195
H -2.675 1.531 0.537 0.162
H -3.962 2.531 1.283 0.170
H -5.217 1.109 0.007 0.178
H -6.011 0.073 1.199 0.184
H -5.582 -1.299 -0.756 0.192
H -4.542 -1.828 0.584 0.169
H -2.817 -0.370 -0.444 0.354
H -2.229 -1.738 -2.271 0.203
H -3.805 -2.510 -2.188 0.191
H -2.144 -3.954 -1.214 0.189
H -3.172 -3.457 0.109 0.165
H -2.376 -2.212 1.760 0.174
H -1.488 -0.844 1.009 0.161
H -0.614 -2.078 1.906 0.190
```

Density functional theory data (ωB97M-V/def2-TZVPD) for a molecular structure, C11H27Br3HfO5 in a non-equilibrium geometry.

Computed properties:
- Charge: 0
- Relative energy (zero: lowest compared OMol25 entry of this formula, charge and spin): 0.00 kJ/mol
- Gap between HOMO and LUMO: 9.4538 eV
- E_LUMO: 0.582 eV

The geometry in XYZ format:
```
47
Properties=species:S:1:pos:R:3:nbo_charge:R:1
Hf -0.738 0.142 -0.249 1.837
Br -2.997 1.580 0.491 -0.524
Br 0.366 2.417 -1.368 -0.509
Br -1.476 -2.530 -0.736 -0.533
C 3.191 0.931 0.113 -0.630
C 2.617 -0.432 0.487 0.121
C 3.002 -0.725 1.935 -0.620
O 1.262 -0.536 0.244 -0.933
H 3.010 1.199 -0.930 0.220
H 4.287 0.909 0.159 0.203
H 2.830 1.762 0.721 0.207
H 3.188 -1.162 -0.113 0.152
H 2.733 0.068 2.637 0.185
H 4.085 -0.859 2.002 0.214
H 2.574 -1.650 2.335 0.202
C 1.721 -1.003 -2.630 -0.243
O 0.415 -0.472 -2.501 -0.560
C -0.275 -0.421 -3.733 -0.069
C -1.551 0.369 -3.591 -0.081
O -2.100 0.221 -2.296 -0.579
C -3.508 0.012 -2.344 -0.249
H 2.037 -1.087 -3.670 0.181
H 1.783 -1.970 -2.127 0.203
H 2.456 -0.364 -2.142 0.202
H -0.428 -1.458 -4.058 0.185
H 0.329 0.038 -4.525 0.189
H -2.195 0.037 -4.409 0.199
H -1.388 1.431 -3.793 0.207
H -3.814 -0.705 -3.104 0.189
H -4.037 0.964 -2.408 0.201
H -3.833 -0.428 -1.402 0.223
C -2.678 -1.439 2.242 -0.243
O -1.473 -0.850 1.796 -0.591
C -0.403 -0.954 2.729 -0.087
C -0.039 0.477 3.078 -0.079
O -0.210 1.274 1.913 -0.564
C 0.048 2.628 2.195 -0.256
H -3.046 -0.925 3.132 0.187
H -2.560 -2.509 2.418 0.194
H -3.432 -1.352 1.464 0.227
H 0.430 -1.520 2.315 0.232
H -0.697 -1.538 3.603 0.201
H 0.999 0.527 3.410 0.196
H -0.712 0.836 3.862 0.188
H 1.059 2.803 2.567 0.181
H -0.654 3.017 2.947 0.183
H -0.180 3.248 1.333 0.239
```

Computed total energy, in the same sequence as the records: -62609.18139; -94284.25158; -233520.85562 eV.